1.
A structure of composition C43H98I2N3O20PS2, computed with wB97M-V/def2-TZVPD.

Last column: Mulliken charge in e.
Element x y z (Å)
C 0.662 -0.495 2.808  -0.518
C 1.774 -0.755 1.811  -0.294
C 1.532 -2.136 1.158  -1.405
I 3.345 -3.324 1.077  0.049
C 0.827 -2.045 -0.165  0.833
C 1.345 -1.360 -1.279  1.002
C 2.695 -0.682 -1.230  -0.525
C 3.824 -1.423 -2.006  -1.310
C 4.330 -0.723 -3.279  0.724
S 6.098 -0.373 -3.288  -0.178
C 0.607 -1.280 -2.468  1.308
C 1.099 -0.441 -3.620  -1.296
O 1.357 0.895 -3.189  -0.294
C 1.712 1.774 -4.220  -0.759
O 2.961 2.339 -3.924  -0.416
C 3.671 2.733 -5.088  -0.046
C 5.111 3.013 -4.777  -0.766
O 5.910 2.001 -5.395  -0.543
C -0.632 -1.958 -2.587  -0.344
C -1.488 -1.970 -3.841  -2.328
C -2.255 -0.634 -3.940  -0.020
C -3.716 -0.610 -3.488  -0.378
C -4.067 0.857 -3.284  -0.760
O -3.801 1.248 -1.934  -0.119
C -4.751 2.076 -1.420  0.518
C -5.972 1.385 -0.908  -0.950
O -4.599 3.255 -1.372  -0.555
C -1.096 -2.646 -1.476  1.294
C -0.413 -2.677 -0.273  -2.177
N -0.914 -3.418 0.852  1.364
O -0.398 -4.742 0.858  -0.515
C -2.329 -3.441 1.047  -1.927
C -2.857 -3.473 2.335  -0.755
I -1.531 -3.382 3.955  0.272
C -4.231 -3.568 2.548  0.837
P -4.912 -3.573 4.248  0.125
N -5.247 -2.112 4.718  -0.665
C -5.135 -3.617 1.470  0.690
C -6.618 -3.699 1.704  -2.191
C -4.608 -3.584 0.175  0.892
N -5.426 -3.602 -0.981  -0.616
C -3.223 -3.510 -0.005  0.858
S -2.595 -3.575 -1.641  -0.582
H 0.815 -1.161 3.653  0.267
H 0.673 0.516 3.190  0.067
H -0.294 -0.761 2.373  -0.075
H 2.689 -0.823 2.382  0.366
H 1.863 0.036 1.080  0.379
H 0.930 -2.721 1.831  0.507
H 3.030 -0.627 -0.210  0.178
H 2.630 0.338 -1.584  0.282
H 4.669 -1.501 -1.336  0.785
H 3.517 -2.443 -2.204  0.201
H 3.846 0.235 -3.424  -1.015
H 4.082 -1.330 -4.144  0.391
H 6.664 -1.560 -3.026  0.100
H 0.356 -0.372 -4.393  0.849
H 1.980 -0.900 -4.074  0.337
H 1.733 1.264 -5.185  0.580
H 0.963 2.563 -4.261  -0.099
H 3.217 3.625 -5.509  0.816
H 3.646 1.953 -5.847  0.559
H 5.405 3.978 -5.184  0.423
H 5.304 3.027 -3.706  0.314
H 6.755 1.965 -4.943  0.316
H -2.126 -2.841 -3.903  0.843
H -0.840 -2.038 -4.701  0.552
H -2.235 -0.246 -4.958  0.492
H -1.706 0.084 -3.341  -0.088
H -3.847 -1.099 -2.528  0.052
H -4.363 -1.065 -4.230  0.456
H -3.394 1.420 -3.928  0.168
H -5.079 1.098 -3.603  0.635
H -6.348 0.697 -1.658  0.343
H -6.729 2.104 -0.637  0.343
H -5.741 0.791 -0.029  0.238
H -0.616 -5.134 -0.002  0.400
H -4.028 -4.274 5.075  0.124
H -6.046 -4.395 4.194  0.009
H -4.761 -1.859 5.570  0.246
H -7.005 -2.805 2.180  0.420
H -6.822 -4.525 2.372  0.459
H -7.173 -3.922 0.808  0.396
H -6.342 -3.975 -0.785  0.189
H -5.026 -4.206 -1.689  0.234
C -0.869 3.216 -3.988  -0.439
O -1.125 3.210 -5.397  -0.597
H -1.092 2.226 -3.601  -0.119
H 0.180 3.449 -3.789  0.520
H -1.509 3.949 -3.492  0.530
H -0.926 4.090 -5.737  0.382
C -3.485 5.438 -7.427  -0.543
O -2.671 5.473 -6.258  -0.476
H -3.288 6.340 -8.001  0.238
H -3.247 4.566 -8.041  0.284
H -4.543 5.414 -7.154  0.204
H -2.853 4.672 -5.755  0.285
C -5.870 8.546 -7.180  -0.485
O -6.110 8.530 -8.585  -0.508
H -6.100 7.558 -6.793  0.164
H -4.821 8.774 -6.972  0.236
H -6.510 9.279 -6.682  0.301
H -5.907 9.403 -8.928  0.294
C 10.015 -1.981 -3.629  -0.520
O 9.062 -2.941 -3.167  -0.479
H 9.475 -1.099 -3.963  0.149
H 10.695 -1.698 -2.821  0.307
H 10.585 -2.386 -4.467  0.281
H 9.550 -3.714 -2.874  0.271
C 1.841 -5.768 5.801  -0.537
O 0.897 -5.982 6.853  -0.498
H 2.716 -6.375 6.014  0.264
H 1.414 -6.072 4.844  0.236
H 2.134 -4.716 5.759  0.238
H 0.123 -5.447 6.651  0.288
C 2.682 5.437 -3.810  -1.011
O 3.635 4.856 -4.696  -0.682
H 2.984 6.462 -3.612  0.408
H 1.688 5.438 -4.267  0.226
H 2.652 4.884 -2.867  0.240
H 3.364 3.946 -4.861  -0.089
C -3.757 0.807 4.152  -0.073
O -2.584 0.689 3.348  -0.459
H -3.838 1.849 4.458  0.338
H -4.652 0.529 3.593  0.242
H -3.689 0.176 5.041  -0.241
H -2.513 -0.232 3.080  0.170
C -1.168 -4.409 9.780  -0.360
O -1.062 -5.773 9.381  -0.520
H -2.032 -4.318 10.433  0.247
H -0.268 -4.106 10.325  0.239
H -1.304 -3.755 8.914  0.104
H -0.293 -5.848 8.805  0.315
C 3.896 7.130 -5.655  -0.581
O 3.407 5.994 -6.369  -0.415
H 3.865 6.887 -4.596  0.142
H 4.926 7.357 -5.941  0.294
H 3.269 8.006 -5.839  0.302
H 3.434 6.206 -7.306  0.306
C 8.422 -1.241 -6.981  -0.363
O 9.842 -1.157 -7.134  -0.499
H 8.211 -1.686 -6.012  0.107
H 7.977 -0.244 -7.020  0.184
H 7.992 -1.867 -7.766  0.304
H 10.010 -0.758 -7.991  0.276
C 2.816 2.488 4.076  -0.537
O 3.366 1.202 3.798  -0.438
H 1.736 2.413 3.976  0.204
H 3.056 2.807 5.093  0.263
H 3.185 3.234 3.367  0.254
H 4.320 1.268 3.883  0.275
C -2.708 0.236 7.960  -0.483
O -2.608 -1.130 7.552  -0.441
H -3.566 0.323 8.620  0.204
H -1.810 0.544 8.500  0.288
H -2.855 0.891 7.098  0.173
H -1.848 -1.205 6.969  0.236
C 0.671 -5.157 13.376  -0.488
O 0.341 -6.474 12.952  -0.500
H 0.733 -5.162 14.461  0.247
H 1.637 -4.846 12.967  0.240
H -0.103 -4.447 13.069  0.202
H 0.278 -6.475 11.992  0.307
C -3.540 1.238 12.071  -0.545
O -2.401 1.121 11.225  -0.471
H -3.596 2.272 12.403  0.219
H -4.459 0.990 11.532  0.255
H -3.450 0.590 12.946  0.265
H -2.350 0.208 10.931  0.274

Results
LUMO energy = -0.014 eV
Frontier orbital gap = 8.30 eV
Electronic energy = -5098.7697 hartree



2.
A cluster of 2 separate species, C2H9N3 in total, computed with wB97M-V/def2-TZVPD.

Last column: Mulliken charge in e.
Element x y z (Å)
C -2.629 2.159 -1.680  -0.256
N -1.462 2.034 -1.187  -0.445
H -3.352 2.618 -1.013  0.251
H -2.908 1.936 -2.702  0.226
H -0.882 1.562 -1.879  0.225
N 2.288 -1.820 1.126  -0.634
C 1.063 -1.338 0.498  -0.162
N 0.419 -0.314 1.334  -0.542
H 2.907 -2.122 0.378  0.246
H 2.791 -1.039 1.537  0.226
H 1.281 -0.811 -0.442  0.213
H 0.371 -2.172 0.388  0.241
H 0.696 -0.252 2.303  0.202
H -0.584 -0.441 1.340  0.208

Results
Structure (SMILES) = C=N.NCN
LUMO energy = 1.078 eV
Frontier orbital gap = 9.89 eV
Electronic energy = -245.8094 hartree



Number 1: F_max 0.1826 hartree/bohr. Number 2: F_max 0.0268 hartree/bohr.